{"formula": "C3H4O3Y", "method": "ωB97M-V with the def2-TZVPD basis set", "total_charge": 2, "s_squared": 0.75, "orbital_gap_ev": [6.719, 7.641], "homo_energy_ev": [-16.982, -17.946], "spin_multiplicity": 2, "elements": ["H", "O", "Y", "C", "C", "H", "H", "H", "O", "C", "O"], "xyz": [[0.013, 1.821, 0.680], [-1.040, 0.100, -0.023], [-3.017, -2.392, -1.594], [-0.219, 0.681, 0.952], [1.208, 0.467, 0.465], [-0.435, 0.273, 1.945], [1.739, -0.298, 1.043], [1.865, 1.342, 0.462], [-0.831, -1.306, -1.794], [-0.268, -0.430, -1.163], [0.984, -0.259, -0.972]]}